Here is a structure of composition C81H180AsClF16N14O20S10 from the OMol25 dataset. Energies are from ωB97M-V/def2-TZVPD.

## Properties
**Total energy**: -13740.93869 Ha
**Charge**: +2
**Maximum force**: 4.98 eV Å⁻¹
**HOMO energy**: -11.25 eV
**Spin multiplicity**: 1

Last column: Mulliken charge in e.
Element x y z (Å)
C1 -1.9078 -3.4429 -7.3560  -1.773
C2 -2.4024 -3.6618 -5.9502  1.078
C3 -3.7409 -4.2912 -5.9056  -1.217
N1 -4.3237 -4.5437 -4.5513  0.618
C4 -5.7198 -5.3461 -4.6460  -0.777
C5 -6.2801 -5.6441 -3.2565  -0.273
C6 -5.3580 -6.5920 -2.5561  -1.088
C7 -4.0232 -5.8619 -2.3725  -0.072
C8 -3.3920 -5.4242 -3.7014  -0.460
C9 -4.6285 -3.2048 -3.9083  -0.711
H1 -2.5503 -2.7316 -7.9069  0.286
H2 -1.8586 -4.3113 -7.8631  0.589
H3 -0.9008 -3.1219 -7.4518  0.283
H4 -2.4100 -2.5829 -5.6359  -0.179
H5 -1.6935 -4.2358 -5.3600  0.354
H6 -3.6291 -5.3838 -6.3431  0.308
H7 -4.4455 -3.7335 -6.5155  0.367
H8 -5.4981 -6.1755 -5.2510  0.531
H9 -6.3776 -4.6986 -5.1842  0.526
H10 -7.2109 -6.0695 -3.5259  0.503
H11 -6.3651 -4.7135 -2.6547  0.037
H12 -5.1231 -7.4444 -3.1532  0.440
H13 -5.8275 -6.7769 -1.5920  0.432
H14 -3.3085 -6.5056 -1.8291  0.387
H15 -4.1340 -4.9660 -1.7733  0.076
H16 -3.1247 -6.3357 -4.3226  0.268
H17 -2.4832 -4.9063 -3.4352  0.065
H18 -3.7270 -2.7328 -3.7243  0.541
H19 -5.1674 -3.3738 -2.9877  -0.318
H20 -5.1172 -2.6459 -4.6816  0.259
C10 -7.1185 3.7182 -1.9814  -1.066
C11 -6.6736 4.2822 -3.3727  -0.881
C12 -5.2275 4.2201 -3.5618  0.673
N2 -4.7083 5.1171 -4.6632  0.134
C13 -5.0403 6.6002 -4.3507  -0.808
C14 -4.4070 7.1164 -3.0888  -0.338
C15 -2.8761 6.9983 -3.1792  -0.773
C16 -2.4736 5.5860 -3.5988  -0.661
C17 -3.2611 5.0299 -4.7730  -0.574
C18 -5.3048 4.7946 -5.9333  -0.784
H21 -8.1939 4.0406 -1.9351  0.485
H22 -6.6613 4.3442 -1.0888  -0.045
H23 -6.9772 2.6640 -1.8573  0.331
H24 -7.0488 5.2588 -3.4936  0.503
H25 -7.2960 3.7524 -4.0844  0.430
H26 -4.7615 3.3157 -3.8487  0.321
H27 -4.7377 4.5187 -2.7071  -0.467
H28 -6.1559 6.6472 -4.3733  0.648
H29 -4.7401 7.2170 -5.2056  0.489
H30 -4.8455 6.6765 -2.1737  -0.167
H31 -4.6460 8.1388 -3.0482  0.591
H32 -2.2746 7.2835 -2.2589  0.245
H33 -2.4496 7.7307 -3.9123  0.405
H34 -2.4637 4.9134 -2.7917  -0.088
H35 -1.4699 5.5297 -3.9728  0.867
H36 -2.9141 4.0426 -4.8061  0.160
H37 -2.9731 5.3664 -5.7429  0.505
H38 -4.9522 5.3311 -6.7698  0.411
H39 -6.4046 4.9374 -5.7753  0.405
H40 -5.0143 3.7265 -6.1178  0.179
C19 -4.4301 2.0500 -0.0841  -0.664
C20 -3.4282 1.1164 0.6297  2.165
C21 -2.0967 1.3322 -0.0688  -0.233
N3 -0.8005 0.8351 0.5682  1.399
C22 0.3301 1.3032 -0.2491  0.590
C23 1.7656 1.1644 0.3791  1.819
C24 1.7622 1.9583 1.7145  -1.190
C25 0.6656 1.3655 2.5705  0.068
C26 -0.6639 1.5459 1.8951  1.207
C27 -0.8089 -0.6443 0.6256  -0.410
H41 -4.4107 1.7909 -1.1614  0.653
H42 -4.0641 3.0503 0.0497  0.128
H43 -5.4883 1.9613 0.1748  -0.602
H44 -3.6719 0.0766 0.6565  0.063
H45 -3.3331 1.3110 1.7968  -1.082
H46 -1.9576 2.4017 -0.2843  -0.476
H47 -2.1034 0.8889 -1.1383  -0.157
H48 0.1179 2.3327 -0.4405  -0.321
H49 0.3385 0.7994 -1.2314  -0.503
H50 2.3667 1.6346 -0.3917  -0.763
H51 2.1089 0.1511 0.6968  -0.706
H52 1.6498 3.0008 1.5633  -0.082
H53 2.6712 1.7753 2.2287  0.817
H54 0.6338 1.7977 3.5220  1.082
H55 0.7909 0.2989 2.6684  -0.972
H56 -0.8149 2.6397 1.6592  -0.998
H57 -1.4345 1.0589 2.5722  0.061
H58 -0.9251 -1.0077 -0.4147  -0.289
H59 -1.6256 -1.0224 1.2242  0.177
H60 0.1681 -0.8487 1.0361  0.210
C28 3.2264 -3.0935 2.6327  -1.020
C29 3.1277 -1.8454 3.5932  1.971
C30 3.1107 -2.1977 5.0683  -1.324
N4 3.5700 -1.0225 5.9378  0.579
C31 2.9415 -1.1624 7.2850  -0.335
C32 3.6305 -0.2376 8.2645  -0.695
C33 5.1039 -0.5004 8.4139  -0.781
C34 5.6692 -0.1490 7.0270  -0.820
C35 5.0664 -1.0955 6.0174  -0.261
C36 3.0453 0.2402 5.3163  -1.176
H61 2.5882 -3.9511 3.0066  0.207
H62 4.2097 -3.5089 2.4016  0.430
H63 2.8160 -2.8910 1.6512  -0.202
H64 2.2850 -1.3625 3.1509  -0.455
H65 4.0429 -1.2279 3.4777  -0.626
H66 3.7523 -3.0323 5.1676  0.527
H67 2.1151 -2.4312 5.4568  0.304
H68 3.1980 -2.1379 7.6054  0.480
H69 1.8885 -0.9701 7.2035  0.285
H70 3.0545 -0.3322 9.2063  0.404
H71 3.5005 0.7461 7.9374  0.372
H72 5.4221 -1.4169 8.7503  0.399
H73 5.5548 0.3102 9.0224  0.382
H74 6.7431 -0.2938 6.9472  0.472
H75 5.5595 0.9209 6.7933  0.321
H76 5.4064 -2.1307 6.2327  0.330
H77 5.4548 -0.8580 5.0032  0.080
H78 3.3856 0.3857 4.2750  -0.225
H79 3.3908 0.9978 5.9212  0.909
H80 2.0131 0.0295 5.2972  0.573
C37 5.2743 -2.9307 -0.9539  -1.491
C38 4.2309 -1.9935 -1.6379  2.034
C39 3.3314 -2.8013 -2.6229  -1.172
N5 2.3691 -2.0336 -3.4306  0.792
C40 3.1840 -1.2190 -4.4886  -0.427
C41 2.2431 -0.4898 -5.4119  -0.326
C42 1.3511 -1.5348 -6.0322  -1.184
C43 0.4480 -2.3300 -5.0620  1.876
C44 1.4104 -3.0383 -4.1208  -0.957
C45 1.5735 -1.1280 -2.4496  0.157
H81 5.9311 -3.4581 -1.6800  0.353
H82 4.7251 -3.7019 -0.4510  0.443
H83 5.9895 -2.3295 -0.3647  0.180
H84 4.7915 -1.2201 -2.2031  -0.346
H85 3.6460 -1.4901 -0.8691  -0.700
H86 2.7495 -3.5152 -2.0043  -0.126
H87 3.9638 -3.2780 -3.3129  0.792
H88 3.8101 -1.9811 -5.0037  0.506
H89 3.7743 -0.5251 -3.9429  -0.207
H90 2.7920 -0.0613 -6.2448  0.657
H91 1.6478 0.3295 -4.9724  -0.011
H92 1.9920 -2.3641 -6.5042  0.409
H93 0.7697 -1.1754 -6.8404  0.579
H94 -0.2841 -3.0272 -5.4187  -0.752
H95 -0.2044 -1.6896 -4.4486  -0.356
H96 2.1024 -3.6799 -4.6024  0.594
H97 0.8897 -3.5602 -3.3380  -0.129
H98 1.2184 -1.8132 -1.7191  0.331
H99 0.7730 -0.6626 -3.0830  -0.447
H100 2.3068 -0.3956 -2.0732  -0.342
C46 6.3417 5.4100 2.7067  -1.440
C47 5.6687 4.7913 1.5021  0.534
C48 5.0214 5.9115 0.7035  -1.225
N6 4.3275 5.5027 -0.5883  0.901
C49 3.5840 6.7291 -1.0532  -0.951
C50 2.9268 6.5129 -2.3888  -0.412
C51 3.9392 6.1859 -3.4690  -1.251
C52 4.7223 4.9397 -3.0708  0.532
C53 5.3466 5.0070 -1.6634  -1.143
C54 3.3058 4.4425 -0.2949  -1.526
H101 5.5735 5.9311 3.3044  0.348
H102 7.0334 6.1797 2.3191  0.352
H103 6.8991 4.6780 3.2914  0.394
H104 4.9872 3.9495 1.7272  -0.079
H105 6.3952 4.3617 0.8021  0.169
H106 5.7439 6.6974 0.4483  0.717
H107 4.3237 6.4220 1.3129  0.525
H108 4.3639 7.5061 -1.1662  0.350
H109 2.9346 6.9267 -0.2187  0.767
H110 2.4622 7.4937 -2.5617  0.473
H111 2.0343 5.9066 -2.3054  0.217
H112 4.6489 7.0038 -3.5497  0.396
H113 3.4309 6.0282 -4.3943  0.473
H114 5.5951 4.7320 -3.7012  0.379
H115 4.0204 4.0924 -3.0497  -0.346
H116 6.2391 5.7069 -1.5513  0.291
H117 5.5800 4.0328 -1.3719  0.771
H118 3.8007 3.5850 0.1421  -0.007
H119 2.7691 4.0619 -1.1326  0.582
H120 2.5777 4.8192 0.3872  0.357
C55 6.9595 1.7885 -4.3519  -1.884
C56 7.9519 0.7250 -3.9275  -0.173
C57 8.3909 1.0831 -2.5406  -0.063
N7 9.4101 0.1084 -1.9844  1.048
C58 8.9613 -1.2669 -1.9754  0.109
C59 10.0805 -2.1541 -1.5011  -0.859
C60 11.3421 -2.0883 -2.3886  -0.785
C61 11.7677 -0.6396 -2.4350  -0.910
C62 10.6495 0.2900 -2.8636  -0.525
C63 9.7070 0.5390 -0.5695  -0.544
H121 6.6125 1.7354 -5.3922  0.476
H122 7.2136 2.8029 -4.1995  0.484
H123 6.0102 1.6435 -3.8203  0.350
H124 8.8638 0.7418 -4.5652  0.341
H125 7.5132 -0.2198 -4.1220  0.353
H126 7.4874 1.1479 -1.9039  -0.252
H127 8.8367 2.1175 -2.3653  0.419
H128 8.5634 -1.4800 -2.9650  0.495
H129 8.1017 -1.3081 -1.2979  -0.050
H130 9.6837 -3.1454 -1.5636  0.520
H131 10.3307 -1.9445 -0.4835  0.195
H132 11.1402 -2.3810 -3.4076  0.334
H133 12.1441 -2.7858 -2.0618  0.412
H134 12.6258 -0.5300 -3.0962  0.487
H135 12.1656 -0.3909 -1.4885  0.343
H136 10.3511 0.0846 -3.9359  0.303
H137 11.0015 1.3566 -2.9297  0.352
H138 8.8009 0.4408 -0.0223  -0.167
H139 10.1135 1.5604 -0.5833  0.355
H140 10.3904 -0.1619 -0.0714  0.359
C64 0.1433 -7.1323 5.5058  -1.192
C65 -0.1178 -6.9010 4.0274  -0.952
C66 -0.8581 -5.6241 3.5423  0.919
N8 -2.4155 -5.6680 3.5322  1.569
C67 -2.8821 -6.6809 2.4607  -0.015
C68 -4.3902 -6.8522 2.3344  -0.549
C69 -4.9774 -7.2263 3.7611  -0.872
C70 -4.4254 -6.3594 4.8553  -0.676
C71 -2.9196 -6.2174 4.8648  -0.956
C72 -2.8999 -4.3486 3.1897  -1.576
H141 0.9615 -6.4164 5.7831  0.254
H142 0.5992 -8.1593 5.6328  0.371
H143 -0.7294 -7.0087 6.1907  0.274
H144 -0.5444 -7.7849 3.5989  0.469
H145 0.9067 -6.9153 3.5240  0.386
H146 -0.5586 -5.4740 2.5158  -0.851
H147 -0.5882 -4.7467 4.1258  0.343
H148 -2.3916 -7.6601 2.7452  0.494
H149 -2.4278 -6.3659 1.4942  -0.371
H150 -4.6316 -7.5639 1.5295  0.530
H151 -4.8314 -5.9475 1.9241  0.190
H152 -4.7140 -8.2826 3.9343  0.325
H153 -6.0724 -7.1924 3.7153  0.457
H154 -4.7074 -6.6764 5.8490  0.506
H155 -4.7991 -5.3565 4.7390  0.126
H156 -2.4643 -7.1824 4.9897  0.552
H157 -2.5810 -5.4380 5.5818  0.501
H158 -2.9697 -3.7483 4.1290  0.171
H159 -3.8739 -4.3006 2.8239  0.815
H160 -2.1710 -3.9358 2.4879  -0.356
C73 -5.5059 -1.3978 4.6769  -1.165
C74 -5.8519 0.0040 5.0847  -0.548
C75 -5.6596 0.9535 3.8642  0.825
N9 -6.3595 2.3052 3.8811  1.069
C76 -5.8373 3.0277 2.6706  -0.267
C77 -6.3506 4.4553 2.6097  -0.518
C78 -7.8602 4.4667 2.4612  -0.585
C79 -8.4806 3.6591 3.5766  -0.873
C80 -7.8832 2.2566 3.7889  -0.484
C81 -5.9246 3.0272 5.0795  -0.957
H161 -4.6019 -1.3546 3.9569  -0.168
H162 -6.3005 -1.8109 4.1339  0.618
H163 -5.3621 -2.0046 5.5969  0.456
H164 -5.2321 0.3966 5.9216  0.388
H165 -6.8794 0.0558 5.4537  0.359
H166 -5.9098 0.4407 2.9128  -0.425
H167 -4.6123 1.2751 3.9240  -0.231
H168 -6.3461 2.5809 1.8793  0.230
H169 -4.7419 3.0081 2.6859  -0.007
H170 -5.8207 4.9234 1.7459  0.063
H171 -6.2559 5.0797 3.4862  0.296
H172 -8.0805 4.0253 1.4035  0.035
H173 -8.3321 5.4481 2.4412  0.556
H174 -9.6004 3.5100 3.5184  0.427
H175 -8.3929 4.2403 4.5050  0.298
H176 -8.1295 1.5485 3.0667  0.324
H177 -8.1662 1.8932 4.7822  0.432
H178 -4.8269 3.1142 4.9594  0.163
H179 -6.3218 2.5495 5.9627  0.333
H180 -6.3600 4.0492 5.1883  0.509
As1 0.0158 -5.0177 -0.4320  2.001
F1 0.9010 -3.5835 0.1240  -0.365
F2 0.7832 -5.8594 0.9424  -0.578
F3 -0.8679 -6.4969 -0.8261  -0.512
F4 -0.7410 -4.1771 -1.7712  -0.338
F5 1.3904 -5.4701 -1.3790  -0.508
F6 -1.3336 -4.6319 0.6544  -0.545
Cl1 3.2633 1.7957 -2.6087  -1.000
N10 -7.8274 -1.9719 -0.0327  -0.846
S1 -7.9690 -0.6747 0.9494  1.076
O1 -7.6053 0.5161 0.2440  -0.522
O2 -7.5439 -0.9085 2.2952  -0.520
F7 -9.5234 -0.6837 0.9646  -0.275
S2 -6.3399 -2.3608 -0.3713  1.171
O3 -6.3799 -3.6484 -0.8871  -0.774
O4 -5.3966 -1.9822 0.6767  -0.259
F8 -5.9033 -1.4081 -1.6565  -0.197
N11 -0.6305 0.0200 5.7911  -0.178
S3 -0.8317 -1.3138 5.0722  0.093
O5 0.3077 -1.8082 4.3301  -0.070
O6 -2.1533 -1.5658 4.5509  0.221
F9 -0.8124 -2.3463 6.3822  -0.485
S4 -2.0544 0.8200 6.1608  0.680
O7 -2.9067 0.1570 7.0211  -0.617
O8 -2.5696 1.4503 5.0331  -0.277
F10 -1.3136 1.9245 6.9284  -0.306
N12 -3.1277 1.5088 -5.4538  -0.180
S5 -1.7420 1.2290 -4.8505  0.669
O9 -1.6797 0.1325 -3.8966  -0.347
O10 -1.0065 2.4472 -4.5891  -0.583
F11 -0.9852 0.5864 -6.1159  -0.357
S6 -4.1919 0.3827 -5.6308  1.107
O11 -4.9679 0.1178 -4.4126  -0.518
O12 -3.6627 -0.7192 -6.4071  -0.522
F12 -5.0430 1.2130 -6.6341  -0.286
N13 -1.5418 6.3695 0.6983  -0.530
S7 -0.2916 5.7560 0.1176  0.943
O13 0.5733 5.0232 1.0193  -0.610
O14 0.3469 6.6674 -0.8387  -0.603
F13 -0.8479 4.5365 -0.7305  -0.055
S8 -2.8268 5.5212 1.0966  0.763
O15 -2.5909 4.3755 1.9105  -0.414
O16 -3.7933 5.4586 0.0610  -0.416
F14 -3.4440 6.6190 1.9842  -0.323
N14 7.3484 -1.2384 1.1320  -0.033
S9 6.3375 -0.0614 1.0879  -0.225
O17 5.1610 -0.1174 1.8674  0.082
O18 6.3403 0.1911 -0.2917  -0.540
F15 7.1078 1.2119 1.6448  -0.297
S10 7.9744 -1.8845 2.3584  1.019
O19 7.7389 -3.2935 2.4667  -0.683
O20 7.7322 -1.0456 3.5241  -0.620
F16 9.4891 -1.7799 2.1352  -0.252

Force components x, y, z for each atom (eV/Å):
C -1.031 1.713 0.130
C 0.856 2.359 0.526
C -0.309 -3.293 -1.034
N -0.942 -0.578 0.982
C 1.604 2.398 1.024
C 1.274 0.819 -1.324
C 0.479 1.453 0.865
C 0.155 -0.223 0.015
C -0.324 -1.182 -0.263
C -0.558 -1.762 -0.547
H 0.280 -0.320 0.313
H -0.348 -3.235 -2.028
H 0.908 0.867 0.510
H -0.332 -1.104 0.777
H 0.049 -0.023 0.057
H -0.365 2.088 0.477
H -0.301 -0.020 0.102
H 0.268 -1.381 -0.571
H -0.324 0.582 -0.471
H -1.350 -0.406 0.396
H -0.534 -0.900 -0.581
H -0.384 -1.109 -0.162
H 0.350 -0.708 0.089
H -0.057 0.340 -0.419
H -0.213 0.158 0.369
H -0.375 1.121 0.474
H 0.217 0.438 -0.365
H 1.883 0.966 0.563
H -0.197 0.366 -0.164
H -0.739 0.438 0.059
C -0.451 3.471 0.877
C -1.634 -1.884 1.187
C 0.659 0.355 -2.167
N -0.080 2.773 0.818
C -1.230 -0.446 -0.592
C 0.653 -0.865 0.551
C 1.550 0.422 0.392
C -0.212 1.364 -1.231
C 1.213 0.027 0.896
C -1.877 -2.652 0.297
H 0.734 -0.974 0.193
H -0.412 -1.433 -1.732
H 0.019 -0.485 0.091
H -0.227 1.413 0.404
H 0.399 -0.569 -0.480
H -0.160 -1.639 -0.094
H 1.078 0.833 2.039
H 0.937 0.102 0.311
H 0.331 -0.445 -0.019
H 0.401 -0.070 -0.401
H -0.489 1.477 0.134
H -1.256 -0.429 -0.630
H -0.726 -0.527 0.166
H -0.400 -0.932 1.222
H 0.801 0.299 -0.013
H -0.271 -2.009 -0.174
H 0.164 1.116 -0.562
H 0.529 1.139 -0.537
H 0.924 -0.416 -0.729
H -0.746 0.725 -0.002
C 0.193 -1.252 -0.588
C 0.453 0.532 2.591
C 0.467 -0.028 -2.340
N -1.329 0.721 0.098
C 1.720 -1.107 -0.961
C -1.440 0.840 1.217
C -0.099 -1.673 -0.642
C -0.070 -0.256 -2.025
C -1.472 -0.048 1.102
C 0.346 0.298 -0.514
H 0.117 0.229 0.309
H -0.173 0.636 -0.050
H 0.382 -0.190 0.313
H -0.608 -0.758 -0.563
H -0.199 0.248 -2.335
H 0.121 -0.183 0.496
H -0.072 0.293 1.662
H 0.214 0.810 -0.106
H -0.366 0.097 0.421
H 0.580 -0.426 0.013
H -0.351 0.395 -1.025
H -0.322 1.061 -0.091
H 1.281 0.016 0.356
H -0.267 0.628 1.559
H 0.471 -0.497 0.451
H -0.355 -1.188 0.482
H 0.544 1.161 -0.836
H 0.230 0.096 0.632
H -0.044 0.046 0.338
H 0.006 -0.987 0.046
C -0.567 -1.005 0.857
C 1.821 -1.265 -1.387
C -1.691 0.937 -0.478
N 0.283 -1.173 -1.192
C 1.519 0.751 0.136
C -1.199 -1.440 1.620
C 0.479 4.380 -1.296
C 0.439 -0.654 -0.011
C 0.949 0.553 -1.270
C 0.938 -1.833 -1.435
H 0.634 0.879 -0.217
H 0.229 0.228 0.607
H -0.255 0.447 -0.106
H -0.620 0.907 0.683
H -0.647 -0.452 -0.541
H 0.852 -0.711 0.718
H 0.178 -0.173 -0.356
H -0.360 -1.357 0.192
H -0.505 -0.168 -0.087
H 0.414 0.069 -0.290
H -0.207 1.749 -0.261
H 0.444 -2.300 0.792
H -0.431 -0.766 0.419
H 0.213 -0.198 0.196
H -0.440 -0.328 0.010
H -0.622 0.538 0.040
H -0.308 -0.243 0.469
H 0.115 -0.176 0.781
H 0.137 1.975 1.171
H -1.470 0.669 0.069
C 0.220 0.717 -1.408
C 0.890 -0.176 -0.964
C -0.124 0.297 2.442
N -0.607 1.064 0.021
C -1.114 -0.692 0.633
C -0.603 -0.504 -0.513
C -0.414 -2.658 -0.869
C 1.153 1.148 1.473
C 0.003 1.495 0.802
C 0.802 0.309 -2.647
H -0.541 0.291 0.016
H 0.081 -0.346 0.906
H -0.797 -0.628 0.169
H -0.433 -0.175 0.423
H 0.021 -0.018 -0.032
H 0.325 0.087 -0.594
H 0.799 -1.101 -0.794
H -0.470 0.558 0.167
H 0.628 0.490 0.622
H 0.383 0.262 0.116
H 0.510 -0.370 0.237
H -0.492 1.202 0.403
H -0.597 0.747 -0.764
H 0.485 -0.363 -0.868
H 0.310 0.220 -0.230
H 0.386 -0.935 -0.764
H -0.011 -0.270 0.463
H -0.590 -0.387 0.782
H 0.666 -0.227 1.078
H -0.676 -0.091 -0.161
C -0.064 0.528 -0.264
C 0.155 -0.566 -1.276
C 0.372 -0.560 -0.627
N 0.199 -0.402 -0.108
C 1.311 -0.435 -0.385
C -0.697 1.544 0.315
C 0.570 -0.355 1.018
C -0.075 -0.116 0.876
C -0.683 2.678 0.331
C 0.810 -0.372 0.548
H 0.473 -0.308 0.099
H -0.085 -0.284 0.473
H -0.146 0.167 0.074
H 0.133 0.705 0.199
H 0.292 -0.209 0.399
H 0.117 -0.408 -0.188
H -1.243 0.376 0.521
H -0.415 -0.142 0.239
H -0.569 0.514 -0.075
H 0.146 -0.034 -0.345
H 0.218 -0.726 -0.154
H -0.051 0.431 -0.275
H -0.148 -0.036 -0.760
H -0.460 -0.087 -0.298
H 0.517 -0.076 -0.308
H -1.095 -0.851 -0.330
H 0.696 -1.563 0.546
H 0.176 -0.094 -0.001
H 0.030 0.084 -1.105
H -0.261 0.495 0.594
C -1.959 -0.854 -0.759
C 1.593 2.265 -1.504
C -0.718 0.523 1.521
N 1.045 2.981 -0.015
C -0.770 -0.594 0.199
C 0.356 -1.076 -1.448
C -0.303 -0.029 0.283
C 0.647 -0.287 -0.718
C 0.466 -0.037 -1.284
C 0.902 -0.135 -0.188
H 0.555 -0.273 0.012
H 0.847 1.041 0.347
H 0.118 0.017 0.306
H -0.887 0.204 -0.057
H -0.490 -1.029 0.577
H 0.580 -0.707 0.088
H -0.266 -1.277 -1.018
H 0.432 -0.370 -0.081
H 0.134 -0.023 0.059
H -0.213 -0.801 0.335
H 0.075 -0.149 0.630
H -0.483 -0.351 -0.405
H -0.505 0.673 0.145
H -0.110 0.219 -0.325
H 0.270 0.651 1.255
H 0.314 -0.235 1.461
H -0.677 -0.862 0.749
H -0.799 0.361 0.276
H -0.221 -0.417 0.059
H 0.019 0.598 -0.481
C 1.077 0.056 0.710
C 0.941 0.319 -0.717
C -0.092 -0.903 0.353
N 0.321 -2.896 -0.371
C 1.386 -0.869 -0.740
C -0.131 0.292 1.203
C 0.009 -0.955 -1.811
C 0.360 0.864 0.029
C 0.008 1.433 -0.641
C 1.312 1.900 1.771
H -0.865 -0.510 0.270
H -0.669 1.060 0.002
H 0.806 -0.135 -0.543
H -0.640 -0.477 -0.361
H -1.301 0.444 0.467
H -0.179 0.227 -0.105
H -0.059 0.068 0.163
H -0.623 1.068 -0.281
H -0.268 -0.099 0.762
H 0.334 -0.277 0.637
H -0.121 0.389 0.322
H -0.039 0.235 0.059
H 0.238 0.098 0.172
H -0.273 -0.269 0.217
H -0.530 0.529 0.057
H 0.462 -0.193 0.214
H -0.187 -0.883 -0.023
H 0.577 -0.217 -0.739
H -1.503 -0.457 -1.004
H -0.480 0.252 0.199
C 2.213 0.138 0.095
C -0.384 1.900 0.163
C 0.208 -0.396 0.476
N -0.394 0.036 -0.464
C -0.096 1.726 1.744
C -0.207 1.045 -0.538
C -0.879 -1.287 -2.947
C -1.283 -0.638 0.674
C 1.056 1.403 2.102
C 0.134 1.436 0.475
H -1.116 -0.478 1.494
H -1.139 -0.639 -0.859
H 0.424 0.213 -0.783
H -0.189 -0.474 -0.576
H -0.140 -0.103 -0.096
H 0.163 0.483 0.587
H -0.084 -0.462 -0.512
H 0.000 -1.308 -1.644
H -0.347 -0.338 -0.274
H -0.515 -0.102 0.664
H 1.268 0.044 0.301
H -0.029 0.419 1.748
H 0.395 0.189 0.069
H 1.160 0.182 -0.411
H 0.188 -0.165 -0.063
H -0.413 -1.104 -1.378
H -0.308 -0.143 -0.316
H -0.550 -0.139 0.832
H 0.602 -0.670 0.253
H 0.424 -0.818 -0.680
As 0.414 -1.156 1.681
F -0.821 -0.206 -0.715
F -0.561 0.280 -0.688
F 0.552 0.854 -0.106
F 0.349 -0.087 0.537
F -0.444 0.215 -0.368
F 0.518 0.408 -0.834
Cl 0.196 0.006 -0.153
N 0.624 1.071 0.731
S 0.129 -1.698 -2.008
O 0.155 0.600 0.819
O -0.410 0.518 -0.127
F -0.227 0.160 0.370
S -0.164 4.029 2.227
O 0.807 -2.922 -1.431
O -0.461 -0.553 -1.579
F -0.374 -0.927 1.223
N -0.913 1.247 0.039
S -0.721 -2.904 0.895
O -0.791 0.982 0.369
O 0.683 0.406 -0.247
F 0.124 0.441 -0.940
S 4.132 -0.732 -0.887
O -1.581 -1.400 2.135
O -1.232 1.375 -2.415
F 0.100 0.698 0.843
N 0.066 1.325 0.631
S 1.990 -0.687 0.336
O -0.147 1.071 -0.389
O -1.066 -1.085 -0.112
F -0.002 0.292 0.344
S 0.121 -1.709 1.252
O 0.980 0.517 -2.576
O -0.986 0.426 0.783
F -1.056 -0.125 -0.028
N -1.558 0.123 0.471
S 2.975 0.188 -1.227
O -0.455 0.832 -0.112
O -1.026 -1.510 1.596
F -0.370 -0.306 -0.907
S 0.541 1.356 0.068
O 0.040 -0.233 0.032
O -0.312 -0.744 -1.138
F -0.228 0.349 1.201
N 0.233 -0.181 -1.011
S 1.493 0.056 0.185
O -0.518 -0.164 0.302
O -1.465 1.204 -2.373
F 0.100 -0.092 0.459
S -1.764 -0.650 4.613
O 0.128 0.677 -0.469
O 0.296 -0.831 -0.643
F 1.361 0.323 -0.824